Entry 1:
The following is a quantum chemistry calculation of C5H13N3 as an isolated structure at a distorted geometry, from the OMol25 dataset.

Cartesian coordinates (Å):
C: 0.804 -0.033 -1.038
C: 0.751 1.405 1.147
C: -2.181 -0.500 -0.213
C: 0.230 0.327 0.241
C: -0.830 -0.572 0.486
N: 1.116 1.015 -1.922
N: 1.865 -1.045 -1.160
N: -0.967 -1.130 1.761
H: -0.226 -0.997 -1.030
H: 2.681 -0.714 -0.649
H: 0.699 1.920 -1.775
H: 1.565 0.730 -2.779
H: 1.564 -1.916 -0.739
H: -0.253 -0.922 2.440
H: -1.888 -1.220 2.163
H: 0.254 2.367 0.968
H: 0.567 1.161 2.196
H: 1.827 1.567 1.039
H: -2.632 -1.492 -0.298
H: -2.862 0.130 0.373
H: -2.083 -0.081 -1.211

Properties
* ΔE to the lowest compared entry with this formula, charge and spin: 3.451 eV
* total energy: -9862.9154 eV
* E_LUMO: 0.903 eV
* HOMO: -0.2581 hartree

Entry 2:
The following is a quantum chemistry calculation of an isolated ion of composition C4H10N2 and charge -1 at a distorted geometry, from the OMol25 dataset.

Cartesian coordinates (Å):
C: -0.713 1.446 1.158
C: 0.359 1.008 0.039
C: 0.401 -0.428 -0.186
C: 1.239 -1.188 -0.983
N: 1.084 -2.617 -0.873
N: -2.156 1.694 0.797
H: -0.263 2.581 1.357
H: -0.612 0.841 2.084
H: 0.122 1.465 -0.859
H: 1.305 1.434 0.063
H: -0.297 -0.916 0.412
H: 1.996 -0.956 -1.822
H: 0.264 -2.966 -0.476
H: 1.912 -3.099 -0.789
H: -2.250 2.313 0.099
H: -2.391 0.738 0.291

Properties
* ΔE to the lowest compared entry with this formula, charge and spin: 2.596 eV
* total energy: -7285.8642 eV
* expectation value of S²: 0.752
* total charge: -1
* 2S+1: 2
* E_LUMO (spin up / spin down): 4.233 / 4.312 eV
* HOMO (spin up / spin down): 0.0649 / -0.1268 hartree